1.
DFT (ωB97M-V with the def2-TZVPD basis set) results for an isolated ion of composition C5H3N2O2 and charge +1 in a non-equilibrium geometry.

Each line ends with the natural charge from an NBO analysis.
CARTESIAN COORDINATES (ANGSTROEM)
1 N -1.370 -1.660 -1.786  -0.73
2 C -1.100 -0.663 -1.015  0.20
3 C -1.089 0.502 -0.612  0.34
4 O -0.987 1.578 0.047  -0.36
5 C -0.072 2.073 0.895  0.37
6 N 0.984 1.450 1.187  -0.30
7 C 1.513 0.263 1.258  0.04
8 C 2.368 -0.686 1.392  0.61
9 O 2.995 -1.628 1.527  -0.31
10 H -1.756 -1.551 -2.801  0.45
11 H -1.358 -2.675 -1.513  0.45
12 H -0.129 2.997 1.420  0.25

Calculated values
Gap between HOMO and LUMO (alpha / beta) in eV: 7.1 / 5.3
HOMO level (alpha / beta) in eV: -13.236 / -12.789
Charge: +1

2.
DFT (ωB97M-V with the def2-TZVPD basis set) results for an isolated ion of composition CH3N4Si and charge -1 in a non-equilibrium geometry.

Each line ends with the natural charge from an NBO analysis.
CARTESIAN COORDINATES (ANGSTROEM)
1 C -2.038 -0.059 -0.055  -0.35
2 N -4.007 0.690 0.060  -0.25
3 N -2.751 1.053 0.024  -0.13
4 N -2.761 -1.176 -0.035  -0.32
5 N -4.121 -0.577 -0.038  -0.12
6 Si -0.182 -0.009 -0.016  0.83
7 H 0.136 -0.449 1.247  -0.24
8 H 0.188 1.309 -0.135  -0.20
9 H 0.711 -0.752 -0.899  -0.22

Calculated values
2S+1: 3
⟨S²⟩: 2.02
Gap between HOMO and LUMO (alpha / beta) in eV: 3.9 / 7.0
HOMO level (alpha / beta) in eV: 0.166 / -5.109
Charge: -1

3.
DFT (ωB97M-V with the def2-TZVPD basis set) results for a 32-piece molecular cluster, C39H141N61O32 overall in a non-equilibrium geometry.

Each line ends with the Mulliken charge.
CARTESIAN COORDINATES (ANGSTROEM)
1 O -7.864 -2.330 -14.687  0.80
2 H -8.300 -1.476 -14.724  0.13
3 H -7.806 -2.651 -13.784  -0.18
4 H -8.337 -2.942 -15.256  0.21
5 C -10.387 -2.816 -11.950  0.58
6 C -9.523 -3.851 -11.098  3.41
7 C -10.245 -5.200 -11.043  -0.16
8 C -9.444 -6.351 -10.315  0.86
9 C -8.000 -6.514 -10.944  0.64
10 C -7.283 -5.088 -11.200  3.13
11 N -8.182 -4.019 -11.735  1.36
12 O -7.492 -2.661 -12.006  -0.22
13 C -6.318 -5.460 -12.369  0.58
14 C -6.381 -4.821 -9.935  0.89
15 C -9.436 -3.298 -9.659  1.80
16 H -11.434 -2.818 -11.648  -0.79
17 H -10.433 -3.042 -13.015  -0.44
18 H -10.055 -1.787 -11.817  -0.55
19 H -10.300 -5.498 -12.090  -1.64
20 H -11.262 -5.131 -10.658  0.46
21 H -9.928 -7.305 -10.528  0.27
22 H -9.460 -6.196 -9.236  -1.22
23 H -8.235 -6.882 -11.942  -1.02
24 H -7.425 -7.262 -10.399  0.55
25 H -6.817 -5.344 -13.331  0.28
26 H -6.113 -6.531 -12.362  -0.95
27 H -5.370 -4.944 -12.215  -1.18
28 H -5.953 -3.834 -10.114  -1.36
29 H -5.537 -5.489 -9.765  0.06
30 H -6.932 -4.764 -8.996  -0.38
31 H -10.380 -3.192 -9.124  -0.51
32 H -8.873 -2.369 -9.571  -2.27
33 H -8.740 -4.003 -9.205  -0.61
34 C -1.595 -10.078 -13.192  0.49
35 O -0.393 -10.059 -13.279  -0.67
36 N -2.497 -9.536 -14.031  -0.15
37 N -2.362 -10.477 -12.173  -0.21
38 H -3.458 -9.578 -13.721  -0.13
39 H -2.423 -9.009 -14.890  0.17
40 H -2.014 -10.733 -11.260  0.20
41 H -3.328 -10.435 -12.465  0.26
42 C -9.542 1.130 -9.057  0.51
43 O -8.679 1.923 -8.678  -0.78
44 N -9.393 0.004 -9.590  1.80
45 N -10.811 1.366 -8.792  -0.39
46 H -8.502 -0.471 -9.548  -0.90
47 H -10.270 -0.427 -9.845  -0.60
48 H -11.239 2.273 -8.668  0.25
49 H -11.351 0.517 -8.870  0.12
50 C -5.661 -6.857 -19.655  0.74
51 O -5.636 -8.082 -19.640  -0.71
52 N -5.650 -5.979 -20.702  -0.39
53 N -5.559 -6.189 -18.605  -0.04
54 H -5.692 -4.982 -20.550  0.16
55 H -5.378 -6.424 -21.567  0.23
56 H -5.428 -5.189 -18.554  0.14
57 H -5.782 -6.815 -17.845  -0.11
58 C -3.353 -2.230 -4.543  0.64
59 O -2.777 -2.972 -5.278  -0.61
60 N -2.885 -1.714 -3.479  -0.40
61 N -4.654 -1.793 -4.754  0.07
62 H -1.974 -1.897 -3.084  0.26
63 H -3.353 -0.950 -3.012  0.12
64 H -5.078 -2.282 -5.529  -0.41
65 H -5.069 -1.105 -4.143  0.23
66 C -12.985 -3.494 -4.649  0.74
67 O -13.231 -4.641 -4.281  -0.82
68 N -13.877 -2.766 -5.158  -0.30
69 N -11.860 -2.797 -4.446  -0.33
70 H -13.572 -1.857 -5.476  0.12
71 H -14.875 -2.909 -5.094  0.22
72 H -11.967 -1.800 -4.563  0.14
73 H -11.083 -3.357 -4.127  0.17
74 C -10.249 -10.417 -13.438  0.26
75 O -11.025 -11.260 -13.033  -0.74
76 N -9.855 -10.190 -14.657  0.02
77 N -9.933 -9.427 -12.643  2.21
78 H -9.173 -9.446 -14.702  -0.34
79 H -9.916 -10.889 -15.383  0.25
80 H -10.578 -9.246 -11.887  -0.63
81 H -9.160 -8.858 -12.960  -0.77
82 C -5.858 -9.576 -13.038  -0.32
83 O -5.102 -8.593 -12.800  0.06
84 N -6.680 -9.688 -14.053  -0.18
85 N -5.776 -10.703 -12.391  -0.31
86 H -7.124 -10.594 -14.086  0.17
87 H -6.953 -8.930 -14.662  0.58
88 H -6.319 -11.521 -12.631  0.20
89 H -5.375 -10.578 -11.473  0.15
90 C -12.360 3.533 -12.156  0.54
91 O -12.180 4.632 -11.597  -0.76
92 N -13.220 3.204 -13.112  -0.34
93 N -11.709 2.432 -11.882  0.09
94 H -13.244 2.228 -13.369  0.33
95 H -13.940 3.909 -13.188  0.21
96 H -11.119 2.420 -11.062  -0.02
97 H -11.743 1.668 -12.542  -0.05
98 C -7.996 -3.750 -18.434  0.65
99 O -7.235 -3.513 -17.490  -0.51
100 N -7.918 -3.140 -19.558  -0.42
101 N -8.825 -4.789 -18.646  -0.37
102 H -7.112 -2.563 -19.752  0.28
103 H -8.488 -3.440 -20.336  0.11
104 H -8.764 -5.582 -18.024  0.09
105 H -9.375 -4.774 -19.493  0.14
106 C -3.153 -0.987 -15.176  0.76
107 O -3.494 -1.405 -16.248  -0.66
108 N -3.905 -0.376 -14.311  -0.34
109 N -1.961 -1.126 -14.676  -0.37
110 H -4.858 -0.441 -14.638  0.11
111 H -3.574 0.123 -13.497  0.14
112 H -1.767 -0.647 -13.808  0.15
113 H -1.288 -1.485 -15.338  0.22
114 C -3.809 -6.417 -15.405  0.26
115 O -4.250 -7.330 -16.080  -0.86
116 N -3.880 -6.206 -14.136  1.66
117 N -3.081 -5.429 -15.850  -0.15
118 H -4.290 -6.852 -13.477  -0.85
119 H -3.658 -5.244 -13.923  0.07
120 H -2.844 -5.262 -16.817  0.27
121 H -3.009 -4.711 -15.144  0.00
122 C -12.735 0.508 -15.233  0.67
123 O -12.980 0.317 -14.059  -0.84
124 N -11.650 0.501 -15.802  -0.06
125 N -13.593 0.955 -16.013  -0.37
126 H -11.507 0.347 -16.790  0.27
127 H -10.847 0.130 -15.316  -0.04
128 H -13.425 0.859 -17.004  0.16
129 H -14.491 1.152 -15.596  0.30
130 C -5.297 -0.893 -8.972  0.13
131 O -4.775 -0.620 -7.853  -0.90
132 N -4.985 -0.676 -10.151  -0.01
133 N -6.512 -1.476 -9.055  1.11
134 H -5.607 -1.118 -10.813  -0.04
135 H -4.076 -0.405 -10.499  0.32
136 H -6.668 -1.959 -8.182  -0.59
137 H -6.694 -2.014 -9.890  -0.82
138 C -5.158 -8.798 -9.137  0.31
139 O -5.656 -9.898 -9.436  -0.96
140 N -4.780 -8.492 -7.958  0.01
141 N -4.694 -8.064 -10.061  2.14
142 H -4.868 -9.117 -7.170  0.36
143 H -4.095 -7.751 -7.914  -0.04
144 H -4.786 -8.262 -11.047  -0.82
145 H -4.221 -7.247 -9.701  -0.45
146 C -2.495 -3.518 -12.042  -0.32
147 O -2.664 -4.067 -13.154  -0.99
148 N -1.328 -2.944 -11.755  -0.20
149 N -3.317 -3.299 -11.057  1.48
150 H -0.718 -2.909 -12.559  0.36
151 H -0.979 -2.512 -10.911  0.15
152 H -3.019 -2.640 -10.352  0.26
153 H -4.301 -3.488 -11.188  -1.70
154 C -13.385 -6.400 -15.593  0.42
155 O -12.384 -6.287 -14.993  -0.43
156 N -14.397 -5.541 -15.535  -0.26
157 N -13.581 -7.498 -16.248  -0.45
158 H -14.417 -4.672 -15.020  -0.16
159 H -15.347 -5.863 -15.654  0.22
160 H -14.452 -7.415 -16.753  0.16
161 H -12.876 -8.220 -16.268  0.26
162 C -7.180 -4.928 -5.918  0.50
163 O -6.599 -6.018 -5.960  -0.78
164 N -8.400 -4.704 -6.399  0.43
165 N -6.642 -3.998 -5.093  -0.16
166 H -8.853 -3.801 -6.386  0.08
167 H -8.811 -5.452 -6.940  -0.53
168 H -6.931 -3.038 -4.970  0.16
169 H -5.810 -4.262 -4.585  0.29
170 C -7.783 -0.399 -5.654  0.45
171 O -7.916 -1.586 -5.931  -0.47
172 N -6.707 0.301 -6.011  -0.18
173 N -8.682 0.245 -5.045  -0.42
174 H -5.965 -0.096 -6.569  0.07
175 H -6.779 1.306 -5.933  0.20
176 H -8.456 1.166 -4.699  0.13
177 H -9.617 -0.110 -4.906  0.21
178 C 0.099 -8.107 -8.435  0.74
179 O 0.727 -7.144 -8.892  -0.71
180 N -1.207 -8.214 -8.583  0.01
181 N 0.499 -9.173 -7.898  -0.50
182 H -1.767 -9.007 -8.304  0.22
183 H -1.672 -7.383 -8.919  -0.17
184 H -0.142 -9.954 -7.897  0.22
185 H 1.414 -9.362 -8.281  0.26
186 C -11.184 -3.152 -16.049  0.82
187 O -10.204 -2.473 -16.288  -0.71
188 N -11.355 -4.342 -16.510  0.02
189 N -12.268 -2.789 -15.422  0.10
190 H -12.253 -4.804 -16.511  0.09
191 H -10.551 -4.546 -17.087  0.09
192 H -13.057 -3.413 -15.336  -0.14
193 H -12.356 -1.843 -15.080  -0.26
194 C -12.618 -5.879 -7.598  0.79
195 O -13.175 -4.825 -7.868  -0.77
196 N -12.599 -6.508 -6.444  -0.23
197 N -12.117 -6.550 -8.513  0.59
198 H -12.073 -7.370 -6.454  -0.05
199 H -12.787 -5.988 -5.599  0.35
200 H -11.917 -7.529 -8.366  0.10
201 H -12.006 -6.168 -9.442  -0.81
202 C -3.261 -5.100 -8.040  -0.20
203 O -3.173 -6.025 -8.764  -0.20
204 N -4.108 -5.042 -7.101  0.19
205 N -2.700 -3.968 -8.274  -0.13
206 H -4.166 -4.146 -6.639  -0.11
207 H -4.895 -5.634 -7.322  -0.11
208 H -2.026 -3.836 -9.015  0.23
209 H -2.649 -3.395 -7.444  0.05
210 C -8.770 0.812 -13.646  0.39
211 O -9.315 -0.077 -14.365  -0.88
212 N -8.865 2.058 -13.727  -0.24
213 N -8.051 0.568 -12.547  -0.02
214 H -8.514 2.648 -12.987  0.14
215 H -9.163 2.524 -14.572  0.29
216 H -7.725 1.348 -11.994  0.21
217 H -7.960 -0.422 -12.367  -0.44
218 C -9.233 -11.404 -9.618  0.43
219 O -8.840 -12.270 -8.932  -0.75
220 N -10.460 -11.129 -9.774  -0.06
221 N -8.497 -10.642 -10.333  0.44
222 H -11.134 -11.657 -9.239  0.19
223 H -10.780 -10.447 -10.447  -0.11
224 H -9.029 -9.942 -10.830  -0.43
225 H -7.533 -10.666 -10.035  0.20
226 C -9.051 -6.920 -15.106  -0.44
227 O -8.226 -7.735 -14.873  -1.09
228 N -9.888 -7.119 -15.991  0.04
229 N -9.336 -5.879 -14.372  1.39
230 H -9.824 -7.915 -16.609  0.46
231 H -10.475 -6.310 -16.134  -0.27
232 H -8.631 -5.762 -13.657  -1.14
233 H -10.313 -5.648 -14.259  -0.09
234 C -9.956 -8.451 -6.363  0.66
235 O -11.092 -8.782 -6.245  -0.81
236 N -9.313 -8.750 -7.421  0.14
237 N -9.300 -7.715 -5.565  -0.25
238 H -8.325 -8.541 -7.386  -0.10
239 H -9.705 -9.420 -8.067  0.14
240 H -8.306 -7.815 -5.712  0.02
241 H -9.655 -7.117 -4.833  0.21
242 C -12.847 -1.496 -9.349  0.45
243 O -12.224 -0.783 -10.147  -0.62
244 N -12.417 -1.765 -8.219  0.00
245 N -13.977 -2.036 -9.587  -0.23
246 H -12.821 -2.568 -7.759  -0.16
247 H -11.459 -1.524 -8.012  0.18
248 H -14.283 -2.812 -9.018  0.20
249 H -14.602 -1.549 -10.213  0.33
250 C -0.204 -6.399 -12.793  0.53
251 O -0.156 -5.924 -13.942  -0.76
252 N 0.782 -6.871 -12.143  -0.21
253 N -1.320 -6.613 -12.149  0.55
254 H 0.766 -7.237 -11.202  0.00
255 H 1.693 -6.937 -12.573  0.26
256 H -1.154 -7.194 -11.340  0.06
257 H -2.136 -6.496 -12.733  -0.40
258 C -12.796 -8.387 -11.351  0.56
259 O -11.786 -8.457 -10.668  -0.22
260 N -12.774 -8.174 -12.618  0.04
261 N -13.967 -8.299 -10.844  -0.39
262 H -11.919 -8.099 -13.150  -0.38
263 H -13.661 -8.043 -13.084  0.09
264 H -14.195 -8.442 -9.870  0.25
265 H -14.706 -7.916 -11.416  0.12
266 C -14.693 -3.100 -13.013  0.57
267 O -15.387 -3.359 -13.910  -0.79
268 N -14.274 -1.945 -12.672  -0.03
269 N -14.246 -3.947 -12.165  0.10
270 H -14.547 -1.211 -13.309  0.09
271 H -13.551 -1.817 -11.977  -0.30
272 H -13.631 -3.464 -11.525  -0.03
273 H -14.720 -4.825 -12.012  0.17

Calculated values
Gap between HOMO and LUMO in eV: 6.8
HOMO level in eV: -7.363
Charge: 0